1.
Molecular formula: C29H37FeN9O3PS3
Method: DFT, wB97M-V/def2-TZVPD

## Properties
Net charge: +2
HOMO level (alpha / beta): -0.4867 / -0.4868 hartree
Multiplicity: 6
Frontier orbital gap (alpha / beta): 8.18 / 5.85 eV

Each line ends with the Löwdin spin population.
Geometry (Å):
1 Fe 1.0731 -0.3684 0.1327  3.735
2 N 0.3986 -2.2962 3.8219  0.001
3 C 1.0293 -1.2378 4.4633  0.002
4 C 1.2805 -0.9776 5.8060  0.001
5 C 1.9600 0.1896 6.0852  0.001
6 C 2.3771 1.0642 5.0669  0.000
7 C 2.1228 0.7997 3.7380  0.005
8 C 1.4314 -0.3740 3.4417  0.007
9 N 1.0461 -0.9114 2.2205  0.037
10 C 0.4485 -2.0491 2.4979  0.003
11 C -0.0608 -2.8733 1.4092  0.004
12 C -0.6369 -4.1009 1.4037  0.001
13 S -0.9590 -4.5825 -0.2042  0.006
14 C -0.3260 -3.1185 -0.7754  0.010
15 N 0.1084 -2.3164 0.1594  0.043
16 H 0.0052 -3.1113 4.2621  0.000
17 H 0.9694 -1.6518 6.5921  0.000
18 H 2.1860 0.4351 7.1136  0.000
19 H 2.9150 1.9624 5.3396  0.000
20 H 2.4449 1.4714 2.9537  0.002
21 H -0.8701 -4.7447 2.2363  0.000
22 H -0.2765 -2.8823 -1.8292  0.000
23 C 5.3018 0.7441 0.2941  0.003
24 C 3.8371 1.0263 0.2074  0.011
25 N 3.4314 2.2880 0.1798  0.003
26 O 3.0306 0.0704 0.1359  0.064
27 H 5.8703 1.5914 0.6699  0.000
28 H 5.6618 0.4994 -0.7071  0.000
29 H 5.4573 -0.1251 0.9282  0.000
30 H 4.0988 3.0404 0.2182  0.000
31 H 2.4465 2.5095 0.1029  0.000
32 C -1.3518 0.0437 -2.5603  0.001
33 C 0.0676 -0.2744 -2.8715  0.004
34 N 1.0356 -0.4192 -1.9792  0.031
35 C 2.1850 -0.7342 -2.6860  0.004
36 C 1.8964 -0.7835 -4.0059  0.001
37 N 0.5524 -0.4938 -4.1107  0.002
38 C -0.1912 -0.5818 -5.3698  0.000
39 N -0.1273 -1.9092 -5.8874  0.000
40 N 0.8415 -2.2097 -6.8050  0.000
41 N 0.8626 -3.4618 -7.0017  0.000
42 C -0.0902 -4.0550 -6.1928  0.000
43 C -0.4428 -5.3984 -6.0494  0.000
44 C -1.4389 -5.6917 -5.1467  0.000
45 C -2.0816 -4.6774 -4.4091  0.000
46 C -1.7454 -3.3465 -4.5447  0.000
47 C -0.7285 -3.0584 -5.4594  0.000
48 H -1.4896 0.0390 -1.4806  0.000
49 H -2.0352 -0.6843 -2.9978  0.000
50 H -1.6342 1.0310 -2.9240  0.001
51 H 3.1223 -0.9180 -2.1913  0.000
52 H 2.4939 -1.0159 -4.8712  0.000
53 H 0.2675 0.0757 -6.1051  0.000
54 H -1.2193 -0.2728 -5.1951  0.000
55 H 0.0503 -6.1638 -6.6324  0.000
56 H -1.7521 -6.7171 -5.0071  0.000
57 H -2.8822 -4.9544 -3.7348  0.000
58 H -2.2820 -2.5775 -4.0055  0.000
59 C -0.2455 3.9808 3.7454  0.003
60 C -0.5608 5.0997 2.7818  0.000
61 C -1.8504 5.8313 3.0607  0.000
62 O -0.5560 4.5996 1.3757  0.006
63 P -1.2014 3.3412 0.7530  0.022
64 S -1.2389 3.4398 -1.2074  0.553
65 S 0.0472 1.7346 0.7779  0.422
66 O -2.5045 3.1267 1.5663  0.005
67 C -3.4861 2.0237 1.6370  0.000
68 C -3.7517 1.4162 0.2806  -0.001
69 C -3.0175 1.0275 2.6733  0.002
70 H -0.1397 4.3992 4.7469  0.000
71 H 0.6887 3.4856 3.4856  0.002
72 H -1.0473 3.2409 3.7773  0.000
73 H 0.2670 5.8052 2.7450  0.000
74 H -2.6934 5.1457 3.1191  0.000
75 H -2.0440 6.5783 2.2927  0.000
76 H -1.7610 6.3466 4.0175  0.000
77 H -4.3735 2.5449 1.9914  0.000
78 H -2.8697 0.8904 -0.0898  -0.001
79 H -4.0501 2.1694 -0.4463  0.001
80 H -4.5635 0.6953 0.3797  0.000
81 H -2.1086 0.5205 2.3433  0.002
82 H -3.7973 0.2805 2.8245  0.000
83 H -2.8275 1.5152 3.6289  0.000

2.
Molecular formula: CH4NOP
Method: DFT, wB97M-V/def2-TZVPD

## Properties
HOMO level (alpha / beta): -0.3397 / -0.3397 hartree
Frontier orbital gap (alpha / beta): 8.58 / 8.58 eV

Each line ends with the natural charge from an NBO analysis.
Geometry (Å):
1 C 1.0526 0.2124 0.0296  -0.443
2 N -0.3720 -0.2015 -0.0690  -0.953
3 P -1.6864 0.5900 0.3168  1.269
4 O -3.0113 -0.7214 -0.0877  -0.954
5 H 1.0363 1.2494 -0.2409  0.208
6 H 1.5693 0.3677 0.9649  0.213
7 H 1.8016 -0.3415 -0.5353  0.225
8 H -0.3902 -1.1552 -0.3784  0.435

3.
Molecular formula: H26O13
Method: DFT, wB97M-V/def2-TZVPD

## Properties
HOMO level: -0.3954 hartree
Frontier orbital gap: 10.66 eV

Each line ends with the natural charge from an NBO analysis.
Geometry (Å):
1 O -7.8860 2.6430 12.1490  -0.993
2 H -8.0030 2.1100 12.9500  0.489
3 H -6.9470 2.7670 11.9880  0.506
4 O -6.9430 -0.1130 10.5960  -0.996
5 H -6.7890 0.5110 9.8530  0.510
6 H -7.3030 0.4080 11.3120  0.507
7 O -5.5800 -2.5900 11.1180  -0.932
8 H -4.6610 -2.4290 11.0100  0.448
9 H -5.9620 -1.7390 10.9520  0.497
10 O -9.3740 0.9710 8.9170  -0.940
11 H -9.5490 0.3620 8.2260  0.472
12 H -10.0110 1.6540 8.7210  0.500
13 O -5.8300 -0.9370 13.3310  -0.984
14 H -5.9360 -1.2570 14.2430  0.486
15 H -5.7400 -1.7460 12.7970  0.500
16 O -6.3290 -1.8590 7.5610  -0.969
17 H -6.0000 -1.0530 7.9750  0.482
18 H -7.1160 -2.0170 8.0760  0.468
19 O -4.1630 0.5760 11.9520  -0.965
20 H -4.7370 0.1770 12.6040  0.504
21 H -3.8700 -0.1440 11.3970  0.454
22 O -8.6700 -1.8400 9.6450  -0.959
23 H -8.1720 -1.0290 9.8190  0.491
24 H -9.0380 -1.7060 8.7560  0.440
25 O -4.3590 -0.4020 8.7440  -0.938
26 H -4.0390 -0.6010 7.8620  0.485
27 H -3.9470 -1.0310 9.3370  0.465
28 O -7.9170 3.7000 9.6050  -0.973
29 H -7.1670 4.2240 9.7380  0.466
30 H -7.9860 3.1480 10.4040  0.493
31 O -5.4020 2.7300 10.8160  -0.998
32 H -4.8680 2.0130 11.0850  0.502
33 H -5.6640 2.5010 9.9060  0.488
34 O -6.6950 1.3620 8.2960  -1.004
35 H -6.4010 1.8340 7.5150  0.499
36 H -7.6600 1.3210 8.3720  0.508
37 O -10.3240 -0.2480 11.4540  -0.954
38 H -10.6140 -1.1630 11.2680  0.468
39 H -10.0430 -0.0290 10.5440  0.476

4.
Molecular formula: CH8N2O
Method: DFT, wB97M-V/def2-TZVPD

## Properties
Net charge: +1
HOMO level (alpha / beta): -0.5812 / -0.5074 hartree
Multiplicity: 2
Frontier orbital gap (alpha / beta): 12.05 / 3.86 eV

Each line ends with the Löwdin spin population.
Geometry (Å):
1 N 1.1587 -0.0750 -0.6309  0.456
2 C 1.1176 1.1632 0.1092  0.087
3 O 1.2131 0.9887 1.5377  0.087
4 H 0.8784 0.0714 -1.6010  0.006
5 H 1.9847 -0.6554 -0.4611  0.012
6 H 1.9946 1.7921 -0.1773  0.061
7 H 0.2027 1.6791 -0.2157  0.022
8 N -2.5777 -1.2616 0.1244  0.267
9 H 0.8180 0.0907 1.3234  -0.001
10 H -2.0453 -0.9222 0.9174  0.000
11 H -2.7295 -0.8002 -0.7665  0.004
12 H -2.0153 -2.0708 -0.1596  -0.001

Looking at energy for the records above, in order, we have -4645.14084; -511.75880; -993.71643; -227.23930 Eh.